1.
A molecular structure, C17H18BrMnN6O4 at a distorted geometry, computed with ωB97M-V/def2-TZVPD.

Last column: Löwdin spin population.
Cartesian coordinates (Å):
Mn1 0.05210 -0.22021 0.07938  1.1012
O1 0.19070 1.53610 3.84219  0.0008
C1 -0.04883 1.02834 2.69016  0.0009
O2 0.71031 0.26804 2.05828  0.0067
C2 -1.33643 1.38675 2.02830  -0.0020
C3 -2.38554 2.14730 2.53440  0.0001
C4 -3.48658 2.38644 1.71566  -0.0006
C5 -3.50889 1.87483 0.41982  -0.0011
C6 -2.42316 1.12712 -0.01500  -0.0074
N1 -1.37494 0.87545 0.77765  -0.0338
C7 -2.18272 0.49481 -1.41107  -0.0026
O3 -2.94469 0.55958 -2.31805  -0.0505
O4 -1.01798 -0.11228 -1.36970  -0.1427
H1 1.03731 1.31345 4.28095  0.0000
H2 -2.33788 2.53946 3.54118  -0.0001
H3 -4.32222 2.97067 2.07988  -0.0001
H4 -4.34315 2.04867 -0.24577  -0.0005
Br1 -2.85226 -4.94142 -1.47881  0.0780
C8 -1.94351 -3.98175 -0.09511  0.0327
C9 -1.79720 -4.51914 1.18419  0.0116
C10 -1.11111 -3.76848 2.12661  0.0045
C11 -0.60663 -2.52606 1.77171  0.0378
N2 -0.78154 -1.99076 0.55376  -0.0199
C12 -1.43284 -2.71144 -0.36340  -0.0011
H5 -2.20162 -5.49045 1.43273  -0.0001
H6 -0.97606 -4.14159 3.13110  -0.0003
H7 -0.04210 -1.94740 2.49279  0.0006
H8 -1.57514 -2.28327 -1.34974  -0.0018
C13 4.46322 2.42416 -3.68961  0.0000
C14 3.80028 3.75360 -3.37360  -0.0001
C15 2.80352 4.22203 -4.40574  0.0000
C16 3.30279 3.89348 -1.91287  -0.0001
N3 2.30047 2.94053 -1.50013  0.0001
C17 2.42452 1.76598 -0.86322  0.0028
N4 1.20049 1.32114 -0.59925  -0.0158
N5 0.35941 2.25282 -1.08417  0.0006
N6 1.00164 3.19125 -1.60961  0.0021
H9 5.01390 2.48671 -4.63206  0.0000
H10 3.72160 1.63570 -3.84458  0.0000
H11 5.16355 2.11992 -2.91522  0.0000
H12 4.63241 4.49099 -3.42574  -0.0001
H13 1.84241 3.70201 -4.32120  0.0000
H14 3.19064 4.06768 -5.41009  0.0000
H15 2.56138 5.28146 -4.28309  0.0000
H16 2.85512 4.88353 -1.79255  0.0000
H17 4.14658 3.80088 -1.22875  0.0000
H18 3.34901 1.29284 -0.59691  0.0002

Force components x, y, z for each atom (eV/Å):
Mn -1.7393 0.3393 -0.4037
O -0.2677 0.0760 0.0283
C -0.2057 0.0297 -0.2064
O 0.0055 -0.5547 -1.0186
C 0.0077 0.1326 0.1108
C 0.5863 -0.2967 -0.1423
C -0.0673 -0.1483 -0.3009
C 0.1880 -0.1324 0.0274
C 0.4873 -0.4006 -0.5685
N -0.4683 0.2875 0.3262
C -3.0605 2.0434 1.0642
O 0.7898 -0.3986 0.2847
O 3.5994 -1.1058 0.6365
H -0.0159 -0.1400 -0.2775
H 0.0655 0.0080 0.0422
H 0.0177 0.0203 0.0127
H -0.0164 0.0107 -0.1045
Br 0.6639 0.7812 1.0515
C -0.4440 -0.3510 -0.9923
C 0.1907 0.0941 0.2184
C -0.1498 -0.0309 -0.2435
C 0.1319 -0.1802 1.0195
N 0.4398 0.6665 0.2620
C -0.3654 -0.3726 -1.0166
H -0.0382 -0.0648 -0.0158
H 0.1033 0.0217 0.0447
H -0.0227 -0.0448 -0.0789
H 0.0818 -0.1121 0.1324
C -0.4562 -0.3081 -0.1971
C 1.1707 0.7974 0.1486
C -0.8399 0.0056 0.0952
C 1.0441 0.9285 -0.9556
N -0.3089 -1.8136 1.0947
C 0.3059 0.2657 -0.2292
N 0.0347 -0.2899 0.0992
N -1.1792 0.1131 -0.1306
N -0.2760 1.0105 -0.4782
H -0.0383 0.0860 0.1748
H -0.0320 -0.1418 0.1065
H 0.1192 -0.0585 0.0868
H -0.4328 -0.2453 0.3428
H 0.0926 -0.1779 -0.1528
H -0.0178 0.0154 -0.0172
H 0.1828 -0.0525 -0.0422
H -0.0025 -0.1800 0.1299
H -0.1090 -0.0729 0.0557
H 0.2449 -0.0592 -0.0230

ΔE to the lowest compared entry with this formula, charge and spin = 0.0 kJ/mol
max |F| = 3.83 eV/Å
E = -136382.509 eV
spin multiplicity = 2
charge = +3



2.
A molecular structure, C17H18F2N2O4 at a distorted geometry, computed with ωB97M-V/def2-TZVPD.

Last column: natural (NBO) charge in e.
Cartesian coordinates (Å):
C1 4.15975 5.13947 -1.86354  -0.2556
H1 4.83704 5.80671 -1.69002  0.1861
O1 4.19597 3.97899 -1.03149  -0.5063
C2 3.24196 3.12657 -1.21127  -0.1351
C3 3.35450 2.19807 -0.23507  -0.0856
C4 3.22790 2.71430 1.33682  -0.4328
C5 1.75094 2.57423 1.60493  -0.1517
N1 1.44096 1.24265 0.53185  -0.4079
C6 0.37278 0.53742 0.82022  0.6196
O2 -0.54437 0.87511 1.76361  -0.6977
C7 0.30439 -0.86872 0.14287  0.0392
N2 0.87608 -1.11161 -1.05341  -0.0999
O3 0.10930 -2.17217 -1.37033  -0.3002
C8 -0.63984 -2.77831 -0.39690  0.2528
C9 -0.84327 -1.70897 0.42266  -0.2852
H2 -1.40262 -1.65058 1.51320  0.2751
C10 -1.46528 -3.91369 -0.55563  -0.1351
O4 -2.30033 -4.25918 0.41635  -0.4536
C11 -3.51409 -3.76364 0.28241  0.1623
C12 -4.32498 -4.01912 1.44871  0.4277
C13 -5.61370 -3.33856 1.38765  -0.3585
C14 -5.76795 -2.37813 0.71276  0.4016
C15 -4.99027 -2.05841 -0.36644  -0.2563
C16 -3.72986 -2.61130 -0.36180  -0.2349
H3 -3.11713 -2.38089 -1.55645  0.2406
H4 -5.40366 -1.24194 -1.07568  0.2648
F1 -7.26330 -1.61946 0.74096  -0.4397
H5 -6.25106 -3.83057 2.19585  0.2708
F2 -4.00792 -4.91075 2.30254  -0.2679
H6 -0.64060 -4.80891 -0.48004  0.2238
H7 -1.72948 -4.13730 -1.72612  0.2253
C17 2.48785 0.96603 -0.39040  -0.2322
H8 2.96119 -0.09671 0.01240  0.2081
H9 2.05420 0.94474 -1.28494  0.2158
H10 1.15226 3.35352 1.02840  0.2171
H11 1.49268 2.10178 2.46098  0.2288
H12 3.70222 2.01821 1.85801  0.1986
H13 3.60629 3.61714 1.61791  0.2278
H14 4.58423 1.68372 -0.20045  0.1895
H15 2.48148 3.52079 -1.08266  0.1533
H16 3.35576 2.68249 -2.01748  0.1618
H17 4.54013 4.81059 -2.76718  0.1741
H18 3.25985 5.76639 -1.88381  0.1715

Force components x, y, z for each atom (eV/Å):
C -3.4241 -3.2366 -0.0830
H 4.5000 3.6235 2.5810
O 5.0152 6.1599 1.1587
C 7.7559 -1.9785 1.2764
C 6.0418 -6.4883 7.2242
C -3.5590 -1.0399 -4.4929
C 0.1371 -0.8427 -6.8088
N -1.3578 2.9768 3.2943
C -2.9172 -0.8282 3.9021
O 4.1695 -1.5662 -4.5445
C -1.5924 3.7529 -0.1283
N -2.7560 -0.2409 3.5586
O 1.3148 -5.3934 -4.0790
C -0.8106 6.6790 0.0015
C 1.0410 -0.3752 5.5782
H 1.4545 -0.1034 -3.3030
C 5.0187 -6.1710 -5.3434
O 0.1955 -1.3451 0.5452
C -0.7814 -0.1699 6.1929
C -1.7472 2.9202 -5.6296
C 2.5568 -13.6571 12.2319
C -6.5232 11.5635 -8.6308
C -0.5768 3.5522 -0.9081
C -0.5650 2.2678 -8.0747
H -1.5959 -0.6323 4.2888
H 1.1892 -1.5258 1.2332
F 4.1506 -2.1248 -0.0168
H 0.2018 1.4328 -1.2041
F 0.1665 -1.4956 1.5716
H -1.4889 1.6451 -0.3159
H -0.1526 0.8643 2.7841
C 2.1938 -1.5549 5.4347
H -0.6573 2.6911 -1.7347
H -1.1073 -0.7925 -4.0479
H 0.3610 -0.7901 1.9155
H -1.4688 -0.3748 2.9037
H 2.1710 -3.0834 2.3872
H 1.0900 2.7416 0.0081
H -3.3344 1.8380 -0.5745
H -13.7081 6.7060 1.1249
H 0.3035 -4.0283 -8.3121
H -0.3669 -0.6391 -2.8046
H -0.5374 -0.9368 -0.1600

ΔE to the lowest compared entry with this formula, charge and spin = 1455.5 kJ/mol
max |F| = 18.51 eV/Å
E = -34509.192 eV
charge = 0



3.
2 unconnected molecules or ions with the total composition C17H18F4N at a distorted geometry, computed with ωB97M-V/def2-TZVPD.

Last column: natural (NBO) charge in e.
Cartesian coordinates (Å):
F1 2.04608 3.95878 -2.12021  -0.2987
C1 1.24788 3.57825 -1.06123  0.4031
C2 1.30969 4.34379 0.10397  -0.2102
C3 0.46481 3.93393 1.14002  0.3950
F2 0.46072 4.67113 2.30498  -0.2964
C4 -0.37314 2.83343 1.04846  -0.1620
C5 -0.39213 2.02756 -0.13694  -0.1532
C6 -1.20236 0.85298 -0.11990  0.1384
C7 -1.71423 0.05007 -1.18398  -0.1439
C8 -2.79413 -0.84099 -0.87491  -0.1579
C9 -3.25036 -1.74777 -1.81933  0.3906
F3 -4.27322 -2.60384 -1.47066  -0.2961
C10 -2.73003 -1.83426 -3.11339  -0.1933
C11 -1.71372 -0.92833 -3.41751  0.4004
F4 -1.17827 -0.96857 -4.68815  -0.2975
C12 -1.21649 0.01191 -2.51990  -0.1675
C13 0.42399 2.46776 -1.21980  -0.1828
H1 1.94996 5.21379 0.19100  0.2825
H2 -1.04217 2.56867 1.86847  0.2514
H3 -1.62847 0.62005 0.86310  0.2400
H4 -3.24418 -0.78855 0.11713  0.2512
H5 -3.10864 -2.54292 -3.84121  0.2812
H6 -0.43643 0.68625 -2.84837  0.2339
H7 0.42352 1.94850 -2.16990  0.2350
C14 2.66059 -2.46978 1.44583  -0.6098
C15 1.36001 -1.67954 1.42682  0.0939
C16 0.19281 -2.64645 1.59313  -0.6056
C17 1.39040 -0.67311 2.57991  -0.6142
N1 1.19312 -1.06354 0.11166  -0.8041
H8 3.52720 -1.81108 1.33797  0.2099
H9 2.74650 -3.00186 2.39936  0.2218
H10 2.67595 -3.20199 0.63413  0.2244
H11 -0.77502 -2.13594 1.53746  0.1822
H12 0.22152 -3.39489 0.79352  0.2253
H13 0.26328 -3.15922 2.55771  0.2229
H14 0.50027 -0.03504 2.58491  0.1821
H15 1.43714 -1.21336 3.53177  0.2258
H16 2.27484 -0.03049 2.50531  0.2125
H17 0.33033 -0.53460 0.07210  0.3246
H18 1.97237 -0.46074 -0.14335  0.3652

Force components x, y, z for each atom (eV/Å):
F -1.1278 -0.5679 1.4352
C 0.5062 0.0563 -1.1980
C -0.6414 -0.6597 0.1317
C -0.1049 0.7787 1.0299
F -0.0175 -1.0336 -1.6137
C -0.0118 -0.5648 -0.1079
C 0.8339 0.9729 0.2049
C -0.9673 0.7857 -0.5495
C -0.3025 -0.7836 -0.5710
C 0.4640 0.0353 0.2489
C -1.0804 -0.6642 0.3937
F 1.4097 1.2130 -0.4812
C 0.1313 0.5201 0.6886
C 0.7407 0.3728 -1.0646
F -0.7364 0.1102 1.7852
C -0.0593 -0.2689 -0.0768
C 0.1001 0.1504 0.1178
H -0.0331 -0.1030 0.0013
H 0.3755 0.1789 -0.0442
H 0.0941 0.0728 -0.2872
H 0.0509 -0.2840 -0.2905
H 0.0732 0.0420 0.0876
H -0.2231 -0.4698 -0.1505
H 0.3330 0.3357 0.2909
C 0.0910 -0.1607 -0.1021
C -0.1171 -0.2027 0.1895
C 0.0361 -0.2702 0.0277
C 0.0747 0.0001 0.0033
N 0.2595 0.0776 -0.2840
H -0.0409 -0.0471 0.0188
H 0.0761 0.0857 -0.1679
H 0.0199 0.0701 0.0894
H 0.0290 0.0449 0.0812
H -0.0306 0.1047 0.1552
H -0.1314 0.0665 -0.1395
H -0.0169 -0.0526 0.0256
H -0.0157 0.2074 -0.0778
H -0.1216 -0.0377 0.0296
H 0.2132 -0.1134 0.0094
H -0.1325 0.0023 0.1606

max |F| = 1.93 eV/Å
E = -30272.579 eV
charge = +1